98
Properties=species:S:1:pos:R:3:mulliken_charge:R:1 method="wB97M-V/def2-TZVPD" charge=+2 e_homo_ha="-0.4809 / -0.4809" molar_mass_g_mol=879.8
H -3.72 -0.27 0.30 0.2936
C -2.38 -1.19 3.15 -0.7606
C -3.18 2.09 1.41 -0.2754
C -0.71 -3.87 -1.93 -0.8482
C 0.30 -3.29 -2.88 -0.6084
N -3.05 2.90 0.23 0.0598
C -1.48 2.86 -4.29 0.1391
H -4.22 2.24 1.79 0.6994
H -2.38 -3.47 -0.74 0.3631
C 1.96 3.38 -0.09 -1.1958
H 2.34 0.74 3.31 0.5363
C -2.37 4.75 -2.29 -0.8850
H -3.71 0.55 3.20 -0.4867
N -1.42 -1.55 -1.39 0.6368
B 2.27 -2.63 0.05 1.3320
H -0.77 -4.89 -1.85 0.7289
C -3.74 -0.51 3.34 0.0522
H -4.80 -2.15 2.47 0.3406
O 0.51 1.47 -0.18 0.6618
C -1.65 4.23 -4.60 -0.7322
H 1.81 -1.11 -4.20 0.6362
C -0.25 -1.96 -3.54 -0.0072
C -0.22 -5.21 1.09 -1.6822
H 4.86 0.31 2.59 0.5310
C -1.58 -3.03 -1.38 -1.0905
C 5.45 -3.55 -1.21 -0.3451
C -3.47 -1.11 1.04 -0.3115
H 1.71 -5.52 0.06 0.5503
H 2.17 3.25 0.97 0.3327
C -2.27 3.35 -2.05 0.1975
O -2.17 -0.95 1.70 0.8123
H -0.08 3.37 0.28 0.3077
H -0.68 -1.97 -4.59 0.3968
C -1.77 2.47 -3.02 0.4397
C -0.84 -3.97 1.46 -0.0275
N 1.72 -1.92 -1.11 0.6037
H 4.00 4.40 -0.86 0.3768
C -2.51 2.47 -0.91 -0.0503
C 1.34 -0.20 -2.37 -0.9405
H -2.19 6.19 -3.89 0.4100
C -0.15 2.26 3.51 -0.2232
C -1.82 1.07 -2.41 -0.3724
N -1.55 0.00 -3.12 -0.4823
N 2.71 -1.66 1.14 0.9733
C 1.59 -2.47 -2.52 -0.8283
N 1.68 -0.58 -1.18 -0.4341
H -1.81 -3.80 1.96 0.2572
H 0.35 3.22 -1.45 -0.1089
C 0.57 2.92 -0.39 0.0622
N 1.84 -0.84 1.89 -0.6532
O 2.83 2.70 -0.93 -0.1818
H -2.96 3.88 0.43 0.4121
H 2.53 -2.95 -2.76 0.8883
C -2.12 5.13 -3.63 -0.7600
H 2.15 4.47 -0.20 0.6580
C -0.41 3.15 4.51 -0.7967
H -3.57 3.91 3.45 0.3960
H -1.90 4.49 5.12 0.5350
H 4.70 -1.62 0.61 0.4167
H 4.35 3.34 -2.17 0.2657
C -2.22 2.45 2.51 0.0502
H 0.87 1.90 3.31 -0.0937
H -1.50 -0.86 3.63 0.3032
Ce -0.15 -0.34 0.48 0.3650
C 3.96 -1.13 1.22 0.0023
H -4.27 -0.75 4.29 0.5990
N -0.97 1.97 2.46 0.9382
N 4.34 -2.76 -1.22 -0.9492
H -3.37 -2.00 0.39 0.1971
C -1.20 -1.23 -2.63 -0.0232
C 4.05 3.36 -1.11 -0.8755
N 3.52 -3.38 -0.33 -0.0688
H 0.39 -4.10 -3.60 0.8199
C 1.16 -1.26 -3.35 -0.5458
C 5.43 -4.47 -0.19 -0.7987
H -1.36 4.55 -5.62 0.4215
H -1.21 2.13 -5.08 0.5076
C 0.98 -4.86 0.51 -0.0776
H -5.39 -0.57 1.78 0.3627
H 4.88 2.95 -0.59 0.3008
H 6.21 -5.18 0.12 0.4392
H 0.32 3.40 5.26 0.5044
N -0.05 -2.97 1.11 -0.0829
C -2.57 3.38 3.55 -0.7197
N 1.09 -3.52 0.60 0.1700
C 4.17 -4.33 0.38 -0.4025
C 4.00 -0.19 2.21 -1.4077
H -2.39 -2.31 3.31 0.4355
H -3.20 1.09 0.98 -0.7052
H -2.72 5.43 -1.54 0.5223
H 6.30 -3.41 -1.90 0.4257
C -1.58 3.81 4.42 -0.7088
H 1.30 0.86 -2.53 0.8352
H 3.86 -4.76 1.29 0.5870
C -4.52 -1.14 2.17 -0.7601
N -2.11 1.20 -1.09 0.0225
H -0.49 -6.22 1.24 0.4981
C 2.64 -0.06 2.63 -0.3032